1.
Entry from the OMol25 dataset: the molecule C19H22N8O at a distorted geometry (wB97M-V/def2-TZVPD).

The geometry in XYZ format:
```
50
Properties=species:S:1:pos:R:3:forces:R:3
O -0.849 -2.112 -0.990 -0.323 -0.261 0.184
N -3.458 -0.873 3.341 -0.781 0.299 1.017
N -2.757 -1.156 2.337 0.056 0.471 -1.525
N -4.153 0.285 3.186 0.042 0.268 0.019
N 1.895 -2.115 1.117 0.371 0.656 -0.441
C 0.209 -2.000 -0.402 -0.376 -0.178 0.452
C -3.840 0.749 1.991 0.892 -1.254 0.256
C 2.183 -1.251 0.189 2.082 0.548 1.767
C -5.297 3.907 0.783 -1.514 0.165 1.353
C -5.350 2.756 1.684 0.171 0.891 -0.626
C -4.171 3.835 0.030 0.065 -0.789 0.262
C -4.232 2.022 1.408 -0.211 0.046 -0.419
C -2.427 1.547 -1.444 -0.025 0.284 0.667
C -1.139 2.145 0.501 -0.160 1.000 0.568
C -1.320 0.923 -1.958 1.440 -0.720 0.118
C -0.009 1.536 -0.033 0.423 -0.483 0.306
C -2.359 2.158 -0.183 1.678 -0.802 -0.939
C -0.094 0.866 -1.242 -0.791 -0.017 -0.741
N -2.998 -0.168 1.437 -0.060 1.050 -0.686
N -3.525 2.645 0.391 -0.732 1.326 0.278
N 0.686 -2.619 0.763 -1.411 0.323 -1.987
N 1.213 -1.128 -0.769 1.381 -0.072 0.916
C -0.234 -3.149 1.730 0.083 -0.984 0.748
C 1.054 -0.034 -1.694 -0.967 -0.223 -1.258
C 5.870 -2.078 -2.285 0.934 0.103 1.048
C 3.464 -0.400 0.317 -0.436 -0.841 -0.386
C 4.957 -2.012 -1.060 -0.435 1.047 -0.852
C 4.438 -0.589 -0.875 -0.328 0.560 0.562
H -6.039 4.734 0.753 0.747 -0.823 0.021
H -6.057 2.460 2.459 0.087 0.382 -0.454
H -3.811 4.571 -0.701 0.116 -0.833 0.358
H -3.374 1.483 -1.954 -0.192 0.121 -0.126
H -1.074 2.669 1.469 -0.108 -0.415 -0.470
H -1.405 0.355 -2.879 0.032 0.098 0.021
H 0.942 1.460 0.537 -0.840 0.291 -0.277
H -2.587 -0.055 0.498 0.032 -0.834 0.891
H 0.205 -4.018 2.244 0.019 0.346 -0.175
H -1.151 -3.501 1.252 0.247 0.308 -0.190
H -0.490 -2.392 2.466 -0.067 0.020 0.052
H 1.976 0.523 -1.878 0.009 -0.174 0.589
H 0.840 -0.515 -2.664 -0.280 0.469 0.216
H 5.381 -1.793 -3.202 -0.305 -0.125 -0.300
H 6.736 -1.388 -2.158 -0.514 -0.410 -0.038
H 6.274 -3.088 -2.329 0.055 -0.024 -0.471
H 3.130 0.637 0.415 0.252 0.118 -0.152
H 3.975 -0.659 1.263 -0.520 -0.082 -0.401
H 4.121 -2.692 -1.170 -0.257 -0.226 -0.088
H 5.472 -2.311 -0.175 0.548 -0.290 0.679
H 5.292 0.107 -0.749 -0.415 -0.305 -0.101
H 3.888 -0.275 -1.766 0.287 -0.024 -0.243
```
Forces are in eV/Å.

Its energy relative to the best compared isomer or geometry (same formula, charge and spin) is 0.0 kcal per mole. The value obtained for the LUMO energy is 0.39 eV. The SMILES is CCCCc1nn(C)c(=O)n1Cc1ccc(-n2cccc2-c2nnn[nH]2)cc1. The HOMO energy comes out at -8.5 eV. Its total energy is -34027.323 eV. Its charge is 0.

These are the Löwdin partial charges, in e, on atoms 1 to 5: 0.07 -0.05 0.01 0.07 0.15


2.
Entry from the OMol25 dataset: a structure of composition C5H6O at a distorted geometry (wB97M-V/def2-TZVPD).

The geometry in XYZ format:
```
12
Properties=species:S:1:pos:R:3:forces:R:3
C -0.216 -1.336 1.519 -1.127 1.081 -2.029
C 0.706 -0.403 1.346 0.596 0.038 -0.155
C -0.820 -1.134 0.062 -0.953 -0.252 -0.362
C 0.297 -0.211 -0.091 -1.506 5.194 -1.838
C 0.106 1.800 -1.328 0.975 -1.928 2.595
O 0.319 -1.364 -0.776 1.503 -1.630 -1.710
H -0.479 -2.083 2.164 -0.345 -1.510 2.011
H 1.592 -0.023 1.824 -0.016 -0.228 0.386
H -1.778 -1.263 -0.576 1.475 0.470 1.961
H 1.125 1.830 -1.816 -1.825 -0.402 -0.083
H 0.043 2.647 -0.603 -0.030 -0.956 -0.344
H -0.895 1.540 -1.724 1.254 0.124 -0.433
```
Forces are in eV/Å.

Its energy relative to the best compared isomer or geometry (same formula, charge and spin) is 163.8 kcal per mole. The value obtained for the LUMO energy is 0.52 eV. The HOMO energy comes out at -8.9 eV. Its total energy is -7322.183 eV. Its charge is 0.

These are the Löwdin partial charges, in e, on atoms 1 to 5: 0.02 0.00 -0.17 -0.29 0.08